{
  "formula": "C28H55N2O7",
  "method": "wB97M-V/def2-TZVPD",
  "elements": ["C", "C", "C", "C", "C", "C", "N", "C", "N", "H", "H", "H", "H", "H", "H", "H", "H", "H", "H", "H", "H", "H", "C", "C", "O", "C", "H", "H", "H", "H", "H", "H", "C", "C", "O", "C", "H", "H", "H", "H", "H", "H", "C", "C", "O", "C", "H", "H", "H", "H", "H", "H", "C", "C", "O", "C", "H", "H", "H", "H", "H", "H", "C", "C", "O", "C", "H", "H", "H", "H", "H", "H", "C", "C", "O", "C", "H", "H", "H", "H", "H", "H", "C", "C", "O", "C", "H", "H", "H", "H", "H", "H"],
  "coordinates": [[2.577, 4.795, -2.734], [3.375, 3.490, -2.732], [3.881, 3.102, -1.346], [5.149, 2.207, -1.466], [6.346, 3.084, -1.629], [6.971, 3.420, -2.784], [7.991, 4.286, -2.401], [7.970, 4.448, -1.099], [6.978, 3.726, -0.592], [1.698, 4.731, -2.097], [2.249, 4.986, -3.757], [3.207, 5.639, -2.453], [2.774, 2.672, -3.129], [4.198, 3.636, -3.437], [3.117, 2.632, -0.734], [4.208, 4.022, -0.850], [5.287, 1.588, -0.579], [5.077, 1.542, -2.324], [6.720, 3.093, -3.773], [8.618, 4.712, -3.065], [8.646, 5.050, -0.520], [6.717, 3.673, 0.395], [-1.187, 0.170, -1.728], [0.246, 0.620, -1.640], [0.790, 1.200, -2.558], [0.972, 0.309, -0.356], [-1.596, 0.449, -2.697], [-1.250, -0.912, -1.618], [-1.776, 0.645, -0.942], [0.991, -0.767, -0.191], [0.468, 0.787, 0.484], [1.995, 0.679, -0.417], [0.781, -2.583, 3.820], [0.084, -2.759, 2.496], [-0.006, -1.846, 1.702], [-0.492, -4.117, 2.197], [1.149, -1.561, 3.901], [0.082, -2.773, 4.632], [1.626, -3.271, 3.890], [-1.242, -4.368, 2.946], [0.300, -4.869, 2.204], [-0.960, -4.104, 1.215], [-4.592, -2.422, 4.318], [-3.291, -2.454, 5.068], [-2.245, -2.741, 4.524], [-3.341, -2.117, 6.538], [-4.416, -2.682, 3.276], [-5.288, -3.143, 4.747], [-5.024, -1.420, 4.365], [-3.992, -2.820, 7.060], [-3.724, -1.105, 6.675], [-2.340, -2.178, 6.961], [-5.778, 0.124, -2.202], [-4.700, -0.550, -3.018], [-3.892, -1.290, -2.503], [-4.675, -0.259, -4.497], [-5.682, -0.169, -1.159], [-5.680, 1.208, -2.278], [-6.763, -0.173, -2.566], [-4.531, 0.809, -4.665], [-5.613, -0.572, -4.957], [-3.860, -0.803, -4.963], [-3.019, 0.588, -9.578], [-3.064, 0.335, -8.091], [-4.015, -0.198, -7.569], [-1.865, 0.778, -7.285], [-3.936, 0.223, -10.035], [-2.925, 1.657, -9.773], [-2.169, 0.066, -10.020], [-1.724, 1.856, -7.387], [-0.969, 0.264, -7.635], [-2.022, 0.540, -6.235], [-7.184, -6.627, 5.967], [-6.498, -5.953, 4.805], [-6.592, -4.760, 4.620], [-5.690, -6.830, 3.882], [-7.728, -5.885, 6.547], [-7.885, -7.377, 5.601], [-6.444, -7.108, 6.608], [-6.331, -7.589, 3.432], [-4.890, -7.320, 4.439], [-5.253, -6.222, 3.093], [7.367, 2.347, 4.120], [6.515, 3.315, 3.350], [6.562, 3.368, 2.134], [5.601, 4.210, 4.136], [7.975, 1.764, 3.432], [8.022, 2.892, 4.801], [6.733, 1.672, 4.695], [6.185, 4.830, 4.817], [4.897, 3.608, 4.711], [5.045, 4.855, 3.458]],
  "forces_ev_per_angstrom": [[0.1, -0.4, -0.5], [-0.4, 0.2, 0.0], [0.9, 0.2, -0.5], [-0.2, 0.4, 0.6], [-0.8, -1.0, -0.4], [0.1, 0.3, 1.0], [-0.3, -0.3, -1.4], [0.2, 0.2, 0.9], [0.1, 0.2, -0.7], [0.0, 0.1, 0.1], [-0.2, 0.1, 0.1], [-0.1, 0.0, 0.3], [-0.1, 0.0, 0.0], [0.2, -0.1, 0.2], [-0.1, -0.1, -0.1], [-0.2, 0.0, 0.3], [0.0, 0.0, 0.0], [0.0, -0.1, 0.0], [0.3, 0.2, -0.2], [0.2, 0.1, 0.3], [0.1, 0.1, 0.0], [0.1, -0.1, 0.2], [0.1, 0.2, -0.3], [-0.1, 0.0, 0.0], [0.1, 0.0, 0.1], [0.3, 0.2, -0.3], [0.0, 0.0, 0.0], [-0.1, 0.0, 0.2], [0.0, -0.2, 0.1], [-0.2, 0.0, 0.2], [-0.1, -0.2, 0.1], [0.0, 0.0, 0.0], [0.2, 0.2, -0.1], [-0.1, 0.0, 0.0], [0.0, 0.0, 0.0], [0.0, 0.0, -0.2], [0.0, 0.0, 0.0], [0.0, -0.1, 0.0], [-0.1, -0.1, 0.1], [0.1, 0.0, 0.1], [0.0, 0.0, 0.1], [0.0, 0.0, 0.0], [0.3, 0.0, -0.1], [0.0, 0.1, -0.1], [-0.1, 0.0, 0.1], [0.3, -0.1, 0.0], [0.0, 0.0, 0.0], [0.0, 0.2, 0.0], [-0.1, 0.0, 0.1], [-0.1, 0.1, 0.0], [-0.1, -0.1, 0.0], [0.0, 0.0, 0.0], [0.1, -0.1, 0.2], [0.0, 0.0, 0.0], [0.0, 0.0, 0.0], [0.2, -0.2, 0.2], [0.0, 0.0, 0.0], [-0.1, 0.0, -0.1], [0.0, 0.1, -0.1], [-0.2, 0.0, -0.1], [0.0, 0.2, -0.1], [0.0, 0.0, 0.0], [-0.2, -0.1, 0.0], [0.0, 0.0, 0.0], [0.0, 0.0, 0.0], [-0.2, -0.1, 0.2], [0.0, 0.0, 0.0], [0.1, 0.0, 0.0], [0.1, 0.1, 0.0], [0.1, 0.0, -0.1], [0.0, 0.1, -0.1], [0.0, 0.0, 0.0], [-0.1, 0.2, 0.0], [0.0, 0.0, 0.0], [-0.1, -0.2, 0.0], [0.0, 0.2, -0.1], [0.0, 0.0, 0.0], [0.1, -0.1, 0.0], [0.0, -0.1, -0.1], [0.1, -0.1, 0.1], [-0.1, -0.1, 0.0], [0.0, 0.0, 0.0], [0.1, -0.1, -0.3], [-0.1, 0.0, 0.2], [0.1, 0.0, -0.1], [-0.1, 0.1, -0.3], [0.0, 0.0, 0.0], [-0.1, 0.0, 0.1], [0.0, 0.1, 0.1], [0.0, -0.1, 0.1], [0.1, 0.0, 0.1], [0.0, 0.0, 0.0]],
  "lowdin_charge": [-0.099, -0.264, -0.181, -0.106, -0.226, 0.024, 0.115, -0.058, 0.183, 0.077, 0.074, 0.070, 0.095, 0.095, 0.098, 0.107, 0.121, 0.126, 0.141, 0.179, 0.162, 0.116, -0.021, -0.485, 0.047, -0.023, 0.073, 0.091, 0.094, 0.069, 0.091, 0.058, -0.027, -0.498, 0.045, -0.020, 0.079, 0.062, 0.084, 0.069, 0.084, 0.083, -0.012, -0.474, 0.052, -0.016, 0.089, 0.052, 0.092, 0.087, 0.087, 0.079, -0.024, -0.501, 0.054, -0.033, 0.080, 0.083, 0.085, 0.088, 0.091, 0.068, -0.024, -0.497, 0.066, -0.018, 0.082, 0.085, 0.085, 0.086, 0.086, 0.068, -0.020, -0.488, 0.048, -0.017, 0.082, 0.088, 0.086, 0.088, 0.087, 0.082, -0.006, -0.459, 0.025, -0.005, 0.086, 0.096, 0.097, 0.096, 0.097, 0.086],
  "multiplicity": 1,
  "homo_lumo_gap_ev": 8.368,
  "charge": 1,
  "lumo_ev": -2.1
}